Record 1
# C26H72N4O14V

A molecular structure, C26H72N4O14V in a non-equilibrium geometry (ωB97M-V with the def2-TZVPD basis set, OMol25).

As for the spin multiplicity: 3. As for the net charge: +1. The calculation puts the orbital gap (spin up / spin down) at 5.39 / 6.16 eV. The calculation puts the molecular weight at 715.82 Da.

Last column: Löwdin charge in e.
Positions of all 117 atoms, in Å:
V 2.2429 -0.6198 -1.4781  1.307
O 1.2767 -1.2687 0.1905  -0.279
C 0.0615 -0.6394 0.2783  -0.310
C -0.4869 -0.1148 -1.0101  -0.291
O 0.4706 0.2310 -1.9457  -0.276
H 0.3030 0.2323 0.9422  0.103
H -0.6811 -1.1792 0.8818  0.139
H -1.1348 0.7464 -0.7946  0.124
H -1.1404 -0.9134 -1.4068  0.119
C -0.1461 3.7469 -0.3356  -0.032
C 1.0204 3.8741 0.6263  -0.386
C 0.8703 4.9647 1.6616  -0.213
O 2.0145 5.0681 2.4696  -0.182
C 2.9947 5.9726 1.9512  -0.071
N 1.2968 2.5660 1.2801  0.064
H -0.4183 4.7294 -0.7291  0.094
H -1.0465 3.3666 0.1527  0.070
H 0.1137 3.1231 -1.1916  0.070
H 1.8753 4.0604 -0.0371  0.124
H 0.0374 4.7526 2.3402  0.116
H 0.5356 5.9088 1.2038  0.139
H 3.9178 5.7495 2.4748  0.092
H 2.6384 6.9906 2.1063  0.095
H 3.1562 5.8115 0.8797  0.081
H 0.3869 2.2099 1.5844  0.063
H 1.7739 2.7772 2.1590  0.104
C 1.3148 -4.9296 0.3162  -0.062
C 2.6452 -4.9590 1.0896  -0.420
C 3.6135 -5.8483 0.3772  -0.261
O 4.8175 -5.9222 1.0741  -0.170
C 5.7693 -6.7197 0.4072  -0.105
N 3.1996 -3.5965 1.3336  0.079
H 1.5016 -4.5817 -0.7121  0.068
H 0.5963 -4.2658 0.7889  0.077
H 0.9602 -5.9565 0.2263  0.081
H 2.3798 -5.3891 2.0619  0.145
H 3.8245 -5.3801 -0.6123  0.128
H 3.1809 -6.8364 0.1698  0.132
H 6.1414 -6.2217 -0.5001  0.087
H 5.3188 -7.6582 0.0541  0.088
H 6.5676 -6.9303 1.1096  0.090
H 3.8802 -3.4552 0.5790  0.062
H 2.4333 -2.9984 1.0237  0.008
C -3.0780 -4.3333 -2.0403  -0.075
C -3.6090 -3.5222 -0.8830  -0.446
C -4.9305 -2.8420 -1.2889  -0.197
O -5.5980 -2.2580 -0.1803  -0.186
C -5.1390 -0.9835 0.1794  -0.124
N -3.7133 -4.3416 0.3416  0.049
H -3.0156 -3.7065 -2.9319  0.064
H -3.6820 -5.2149 -2.2858  0.086
H -2.0914 -4.7683 -1.8714  0.075
H -2.8883 -2.7197 -0.6626  0.118
H -5.6416 -3.6047 -1.6176  0.133
H -4.7045 -2.1350 -2.0955  0.122
H -5.9913 -0.3626 0.4710  0.089
H -4.6435 -0.4516 -0.6411  0.084
H -4.4642 -1.0038 1.0458  0.079
H -4.3128 -3.8251 0.9814  0.062
H -4.2374 -5.1819 0.1088  0.073
C -2.1731 0.6501 3.9379  -0.062
C -2.6809 1.8787 3.2144  -0.424
C -3.8057 2.5695 3.9302  -0.237
O -4.2543 3.6389 3.1313  -0.191
C -5.3168 4.3485 3.7352  -0.099
N -1.5582 2.8067 2.9406  0.057
H -1.5878 0.9105 4.8246  0.083
H -1.5817 0.0058 3.2955  0.058
H -3.0238 0.1056 4.3658  0.084
H -3.0740 1.5512 2.2461  0.137
H -3.5195 2.9133 4.9397  0.139
H -4.6126 1.8338 4.1006  0.133
H -6.1526 3.6784 3.9460  0.091
H -5.5883 5.1547 3.0598  0.089
H -4.9689 4.8234 4.6628  0.092
H -1.5798 3.5940 3.5835  0.081
H -1.6738 3.2638 2.0438  0.038
C -0.0173 -1.0746 -5.2752  -0.243
C -0.7019 -2.3869 -4.9436  -0.198
O -0.5484 -2.7492 -3.5554  -0.081
O 1.3700 -1.2221 -5.5112  -0.042
H -0.1934 -0.3995 -4.4292  0.090
H -0.5416 -0.5723 -6.0873  0.133
H -0.3506 -3.2081 -5.5755  0.127
H -1.7821 -2.3237 -5.0772  0.124
H 0.3761 -2.7292 -3.2981  0.053
H 1.7337 -1.6744 -4.7449  0.058
C 1.7569 -0.1778 3.6595  -0.228
C 2.7856 0.0949 4.7518  -0.239
O 3.9142 -0.7417 4.5887  -0.049
O 2.0373 -1.3969 2.9935  -0.064
H 1.6470 0.6107 2.8998  0.087
H 0.7632 -0.2279 4.1249  0.100
H 2.2933 -0.0244 5.7224  0.116
H 3.0972 1.1492 4.7014  0.111
H 4.5279 -0.5418 5.3013  0.090
H 1.6745 -1.3678 2.1025  0.021
C 3.6131 1.9469 -2.4136  -0.159
C 3.7924 1.8704 -0.9355  -0.192
O 2.6849 1.1639 -0.3921  -0.164
O 3.1846 0.6539 -2.8976  -0.125
H 4.5400 2.2510 -2.9037  0.146
H 2.8710 2.6999 -2.6912  0.139
H 3.9158 2.8722 -0.5230  0.139
H 4.7143 1.3260 -0.6984  0.139
H 2.2672 1.6833 0.3933  0.065
H 3.3598 0.6693 -3.8466  0.138
C -1.3093 3.8485 -4.9355  -0.245
C -1.2562 2.4944 -4.2878  -0.227
O 0.1120 2.0632 -4.1565  -0.105
O -1.0774 3.7779 -6.3457  -0.058
H -0.6362 4.5999 -4.5190  0.121
H -2.3263 4.2333 -4.7893  0.122
H -1.8254 1.7652 -4.8654  0.122
H -1.6462 2.6031 -3.2678  0.115
H 0.1517 1.4840 -3.3807  0.015
H -0.1564 3.9873 -6.5204  0.083

Atoms 1-2, force components in eV/Å:
V -4.49 2.55 3.07
O 2.40 -0.62 -3.54

***

Record 2
# C26H72N8O14P4

6 unconnected molecules or ions with the total composition C26H72N8O14P4 in a non-equilibrium geometry (ωB97M-V with the def2-TZVPD basis set, OMol25).

As for the structure (SMILES): CN(C)P(=O)(N(C)C)N(C)C.CN(C)P(=O)(N(C)C)N(C)C.CCOP(=O)(OCC)OCC.CCOP(=O)(OCC)OCC.C[N+](=O)[O-].C[N+](=O)[O-]. As for the net charge: 0. The calculation puts the orbital gap at 8.00 eV. The calculation puts the molecular weight at 844.80 Da.

Last column: Löwdin charge in e.
Positions of all 124 atoms, in Å:
C -2.0615 2.7736 4.5725  -0.128
N -3.3922 2.3086 4.2395  -0.293
C -4.4152 3.3238 4.5397  -0.112
P -3.6314 1.4289 2.8124  0.552
O -4.9968 0.9370 2.6475  -0.276
N -3.0449 2.4356 1.5495  -0.292
C -2.5283 1.7982 0.3335  -0.111
C -3.6117 3.7616 1.3219  -0.111
N -2.5134 0.1602 2.8290  -0.299
C -1.0737 0.3942 2.7627  -0.156
C -2.8730 -1.2085 3.1042  -0.102
H -1.4066 1.9223 4.7691  0.062
H -2.0628 3.2752 5.5406  0.085
H -1.6205 3.3851 3.7769  0.082
H -4.3020 3.6756 5.5643  0.081
H -5.4287 2.9394 4.4427  0.082
H -4.2955 4.1664 3.8567  0.055
H -1.8716 0.9653 0.5433  0.032
H -3.3640 1.6136 -0.3488  0.094
H -1.9239 2.5258 -0.2205  0.076
H -4.7007 3.6763 1.2260  0.091
H -3.4322 4.4900 2.1079  0.059
H -3.2837 4.1860 0.3742  0.072
H -0.5859 0.1809 3.7198  0.086
H -0.6649 -0.3971 2.1194  0.064
H -0.8450 1.3656 2.3369  0.071
H -3.9533 -1.3344 3.0801  0.080
H -2.4278 -1.5846 4.0294  0.087
H -2.4829 -1.8318 2.2874  0.069
C -0.5272 -5.8803 -0.2329  -0.114
N 0.3226 -5.6765 0.9256  -0.306
C -0.3993 -5.5207 2.1958  -0.096
P 1.8672 -6.3984 0.9289  0.524
O 2.6762 -6.1574 2.1293  -0.284
N 1.5976 -8.0689 0.7408  -0.297
C 1.2819 -8.7224 -0.5147  -0.129
C 1.0434 -8.7826 1.9195  -0.096
N 2.5867 -5.8891 -0.4776  -0.288
C 3.6767 -6.5702 -1.1655  -0.099
C 2.2385 -4.5713 -1.0474  -0.111
H 0.0665 -5.7258 -1.1306  0.063
H -1.3826 -5.2020 -0.2892  0.075
H -0.9767 -6.8815 -0.1985  0.076
H 0.2834 -5.0925 2.9292  0.078
H -0.6100 -6.5183 2.6021  0.067
H -1.3282 -4.9815 2.0425  0.074
H 1.5536 -9.7748 -0.4120  0.087
H 0.2516 -8.6080 -0.8663  0.070
H 1.8872 -8.3305 -1.3312  0.046
H -0.0037 -8.9737 1.6760  0.079
H 1.5899 -9.7052 2.1010  0.080
H 1.1364 -8.0958 2.7566  0.063
H 4.3248 -5.8612 -1.6802  0.082
H 4.3688 -7.0006 -0.4374  0.091
H 3.3339 -7.3513 -1.8387  0.059
H 1.6588 -4.7495 -1.9593  0.065
H 3.1809 -4.0950 -1.3099  0.082
H 1.6174 -3.9886 -0.3740  0.063
C 2.2371 -1.0772 -2.9680  -0.068
C 1.4235 -2.1311 -3.7145  -0.232
O 0.0888 -1.5833 -3.6856  -0.189
P -1.1213 -2.5396 -4.0701  0.412
O -0.7877 -3.5419 -5.0835  -0.214
O -2.2314 -1.4593 -4.4130  -0.186
C -3.3395 -1.8619 -5.2164  -0.254
C -2.9681 -1.8102 -6.7243  -0.069
O -1.6129 -3.1850 -2.6522  -0.183
C -2.3085 -2.3259 -1.7213  -0.269
C -1.3900 -1.5764 -0.7930  -0.069
H 3.2606 -1.4547 -2.8933  0.082
H 2.2709 -0.1426 -3.5328  0.078
H 1.8448 -0.8209 -1.9871  0.055
H 1.8018 -2.3344 -4.7129  0.125
H 1.4536 -3.0336 -3.1034  0.085
H -3.6616 -2.8956 -5.0791  0.116
H -4.1914 -1.2110 -5.0461  0.116
H -2.9564 -0.7689 -7.0647  0.071
H -1.9476 -2.1487 -6.8772  0.064
H -3.7258 -2.2978 -7.3337  0.077
H -3.0427 -1.6466 -2.1533  0.115
H -2.8860 -3.0858 -1.1804  0.119
H -0.6218 -2.2477 -0.4064  0.081
H -0.9616 -0.7404 -1.3487  0.077
H -2.0183 -1.2257 0.0281  0.059
C -2.4282 7.5285 -0.5935  -0.063
C -1.2656 8.1126 0.1850  -0.264
O -0.3139 7.0559 0.3502  -0.213
P 1.2230 7.2173 -0.0772  0.406
O 1.3499 7.9513 -1.3391  -0.219
O 1.9372 7.8351 1.1869  -0.163
C 1.5157 7.4830 2.5233  -0.251
C 2.2349 8.4115 3.4659  -0.078
O 1.7650 5.6917 -0.1165  -0.176
C 1.5896 4.9461 -1.3185  -0.270
C 1.4770 3.4582 -0.9909  -0.066
H -2.0375 7.0581 -1.4962  0.081
H -2.8329 6.7027 -0.0005  0.060
H -3.2362 8.2143 -0.8386  0.080
H -0.7725 8.8969 -0.3951  0.113
H -1.5874 8.5170 1.1466  0.117
H 0.4375 7.5808 2.6221  0.108
H 1.8295 6.4528 2.7049  0.122
H 1.8652 8.4269 4.4911  0.078
H 3.3118 8.2307 3.4875  0.081
H 2.1898 9.4567 3.1446  0.082
H 0.7514 5.2808 -1.9319  0.117
H 2.4795 5.1286 -1.9267  0.118
H 0.7338 3.3545 -0.1954  0.065
H 1.1008 2.9185 -1.8605  0.079
H 2.4065 2.9967 -0.6617  0.060
C 5.7562 1.7077 -1.9065  0.043
N 5.9799 3.1545 -1.6358  -0.445
O 5.3176 3.9269 -2.3199  0.044
O 6.7062 3.4750 -0.7177  0.071
H 5.3328 1.6763 -2.9079  0.095
H 4.8834 1.5081 -1.2821  0.071
H 6.5842 1.0319 -1.7503  0.101
C 1.9441 0.4258 1.3328  0.069
N 2.8925 -0.5997 0.6865  -0.426
O 3.7888 -0.2022 -0.0287  0.042
O 2.5371 -1.7552 0.7875  0.064
H 1.1525 0.6130 0.6164  0.087
H 2.6310 1.2525 1.4864  0.097
H 1.6395 -0.1351 2.2069  0.083

Atoms 1-2, force components in eV/Å:
C 0.49 -0.69 0.18
N -0.93 0.02 -0.23